{"formula": "C16H48N2OSi5Tl", "method": "the ωB97M-V functional and the def2-TZVPD basis", "species": ["H", "H", "H", "H", "H", "H", "C", "H", "H", "C", "H", "H", "H", "C", "H", "Si", "C", "H", "H", "C", "H", "H", "Tl", "C", "H", "H", "N", "H", "N", "C", "H", "H", "H", "C", "H", "H", "H", "H", "H", "H", "H", "H", "C", "H", "Si", "H", "Si", "H", "H", "Si", "C", "H", "C", "H", "C", "C", "Si", "H", "C", "H", "H", "O", "H", "H", "H", "H", "H", "H", "C", "C", "H", "H", "H"], "coordinates": [[2.371928, -0.612029, -2.658022], [-3.501496, 3.416296, 1.182750], [4.302029, 2.475438, 0.502402], [3.588214, 0.374121, 1.583056], [-3.303049, -4.704018, -1.451509], [1.300675, 3.653392, -4.103665], [-1.796155, 0.803787, 2.652398], [-1.366934, 1.322108, 3.572490], [1.275218, 3.356929, 3.455932], [-1.136341, -4.953291, 1.723155], [2.965873, 3.383878, 3.477187], [-3.093812, -6.924080, -0.457009], [-2.866412, -6.093852, 1.848447], [3.616206, 3.362856, 0.271660], [-1.103376, 4.836108, -2.054932], [2.238042, -0.805782, -0.161591], [-2.313671, -6.134421, -0.322183], [3.246863, 0.747502, -2.093707], [-0.976776, 1.014146, -4.400094], [3.409755, -0.637537, 1.263618], [-2.214873, 4.174213, 0.392860], [1.613864, -3.106537, 0.716602], [-1.320400, -1.901185, 0.378307], [3.024148, -0.306063, -1.859464], [3.011961, -1.292165, 2.096706], [-2.888010, 0.605688, -1.119892], [-1.398002, -3.783416, 2.573184], [-2.319660, -5.639259, -2.507588], [-1.292905, -4.189657, -1.373747], [-2.426008, 3.533301, 1.252702], [-0.718287, -5.729811, 2.309871], [2.166959, 1.835447, 3.368242], [3.958458, 4.239168, 0.828870], [-2.998440, 0.905764, -0.038543], [3.913610, -0.903075, -2.010442], [-2.842856, 0.512711, 2.860448], [-1.429505, -6.756521, -0.306724], [-2.180549, 4.113103, 2.168844], [-3.132745, -0.061064, 0.483041], [-3.046088, -4.576362, 0.905919], [0.838222, 5.109381, 0.028101], [-1.222105, -0.166579, 2.581022], [1.423684, 3.335962, -3.049936], [1.755035, 4.199846, -2.382987], [-0.104732, 2.525733, -2.338786], [-1.554916, 4.194655, -3.565551], [1.966609, 3.156819, 1.085883], [3.409297, 3.694331, -0.820589], [-1.239643, -3.542048, -2.202568], [0.454106, 1.702667, 0.029017], [1.175269, 4.830937, 1.021653], [-2.356470, 3.685397, -2.075290], [-1.409692, 3.902198, -2.531067], [2.316061, 2.732727, -2.904201], [-2.454021, -5.439563, 1.088437], [-2.317471, -5.190687, -1.534300], [-1.679428, 1.779565, 0.980784], [-0.654238, -3.565318, 3.283613], [-0.496998, 0.961093, -3.398416], [2.025833, 5.583991, 1.178156], [-2.263889, -3.866368, 3.128430], [0.876497, 0.049670, 0.039502], [0.532853, 4.884589, 1.878282], [-1.215424, 0.398132, -2.754275], [-0.374587, -4.632121, -1.360428], [1.107073, -2.905005, -0.923467], [-4.035434, 1.376582, 0.053487], [0.367504, 0.376815, -3.537151], [2.135329, 2.869130, 2.960701], [1.876266, -2.668313, -0.292758], [4.392539, -0.982267, 1.078827], [2.716758, -3.259667, -0.767367], [-0.327325, -4.688105, 1.073666]], "atomic_forces_ev_per_a": [[-0.61, -0.27, -0.38], [-0.32, -0.15, 0.36], [-0.73, 1.37, -1.01], [-0.39, 0.54, 0.46], [0.24, 0.24, -0.25], [0.20, -0.09, 0.61], [0.86, -0.26, 0.56], [-0.59, -0.48, -1.26], [-0.03, -0.35, -0.33], [-0.41, 0.25, 0.53], [0.09, -0.11, -0.70], [0.20, 0.91, 0.12], [-0.63, -0.09, -0.27], [0.07, -0.57, -0.75], [0.37, -0.10, 0.21], [2.04, -0.46, -1.79], [-0.30, -1.21, 0.50], [0.05, -0.29, 0.55], [0.23, 0.58, 0.66], [-1.21, -0.58, 0.96], [0.30, 0.06, 0.02], [0.50, 0.29, -0.92], [0.07, -0.32, 0.10], [-0.37, 0.10, 0.83], [0.39, 0.99, -0.56], [0.18, 0.65, 0.96], [0.07, 1.17, 1.21], [0.24, -0.83, -0.36], [1.15, 1.72, -1.14], [0.57, 0.09, -0.13], [0.31, -1.14, 0.65], [-0.06, 0.44, -0.53], [0.45, -0.04, -0.19], [-1.62, -0.91, -0.91], [0.49, -0.02, 0.07], [0.37, 0.29, -0.02], [0.69, -0.04, -0.07], [-0.01, -0.61, -0.54], [-0.20, 0.27, -0.13], [-1.00, 0.80, 0.23], [-0.89, 0.03, 0.14], [-0.41, 0.82, 0.09], [0.93, 1.06, 1.11], [-0.89, -0.46, -1.03], [0.40, -0.09, -0.39], [-0.05, -0.37, -0.35], [0.06, -0.16, 0.85], [0.94, -0.95, 1.67], [-0.27, -0.98, 0.94], [-0.64, 0.36, -1.13], [2.14, 1.02, -0.37], [-0.70, -0.30, 0.02], [0.41, -0.01, 0.66], [0.05, -0.57, -0.60], [1.62, -0.42, -1.33], [-1.60, 0.30, 1.57], [-0.66, 0.78, 1.37], [-0.82, -0.58, -1.13], [-2.01, 0.60, 0.73], [-1.00, -0.99, 0.13], [0.55, -0.15, -0.53], [-1.06, 0.43, 0.29], [-0.94, 0.51, -0.09], [0.45, -0.02, -0.50], [-0.11, -0.03, 0.08], [-2.39, -0.37, -1.76], [1.42, -0.32, -0.11], [1.24, -0.80, 0.09], [-0.16, -0.28, 1.03], [2.02, -0.14, 1.85], [1.03, -0.76, -0.60], [-0.47, 0.79, 0.94], [0.17, 0.24, -0.97]], "charge": 1, "fmax_ha_per_bohr": 0.0581, "e_homo_ha": -0.400, "e_tot_ha": -2443.0557}

{"formula": "C16H48O16", "method": "the ωB97M-V functional and the def2-TZVPD basis", "species": ["C", "H", "H", "C", "H", "C", "H", "H", "H", "C", "C", "H", "H", "H", "O", "O", "H", "C", "C", "H", "O", "C", "H", "H", "H", "H", "C", "O", "O", "H", "H", "O", "H", "H", "O", "C", "O", "H", "C", "O", "H", "H", "O", "O", "H", "O", "H", "H", "H", "H", "H", "H", "H", "H", "O", "H", "H", "C", "H", "H", "O", "H", "H", "C", "H", "C", "O", "H", "H", "H", "H", "H", "O", "H", "H", "H", "H", "C", "H", "C"], "coordinates": [[-15.336208, 14.980849, 7.699797], [-12.950645, 16.203582, 1.374479], [-7.269669, 19.562438, 10.788040], [-8.531600, 17.908954, 10.392595], [-15.057887, 13.927276, 7.724260], [-9.702074, 10.175247, 8.203303], [-15.313186, 18.466359, 6.673962], [-11.710972, 18.611639, 3.730725], [-10.555315, 20.933968, 6.593309], [-14.816768, 18.710903, 5.734878], [-15.124476, 15.688732, 9.036206], [-6.017133, 15.744443, 5.437549], [-12.005970, 22.127233, 5.331171], [-9.303044, 15.534174, 7.074369], [-14.796786, 17.082473, 8.889701], [-10.264925, 19.442924, 5.146872], [-8.810895, 9.586757, 8.421411], [-11.346764, 17.045431, 7.366890], [-7.723121, 15.936663, 4.474631], [-6.597605, 18.580560, 9.476950], [-8.049048, 19.963125, 8.942771], [-11.919473, 16.012217, 1.671400], [-10.939462, 16.183071, 5.335702], [-11.999894, 15.289477, 6.308117], [-9.112654, 16.212418, 9.921995], [-10.415935, 16.952074, 2.856045], [-11.457620, 21.408189, 4.722580], [-8.663285, 16.884101, 9.403811], [-14.734162, 20.106168, 5.520961], [-16.078453, 17.230908, 5.148826], [-11.093873, 18.098124, 1.726853], [-11.183973, 15.777414, 0.448749], [-9.615067, 17.447462, 8.086381], [-10.083463, 18.678180, 5.698090], [-16.682473, 15.155318, 7.161083], [-9.447602, 11.740141, 8.071025], [-12.477312, 20.785113, 3.884354], [-12.203763, 17.629771, 7.031918], [-15.737318, 18.136436, 4.647085], [-6.640605, 14.374727, 2.903832], [-11.887816, 19.960888, 6.320483], [-5.881833, 14.438200, 3.488491], [-10.145143, 17.870829, 7.407124], [-10.123213, 15.047485, 6.964553], [-16.839137, 14.434652, 6.546513], [-10.538009, 12.595821, 8.488966], [-16.645117, 18.731653, 4.548504], [-13.855359, 18.198727, 5.773023], [-14.277918, 20.278912, 4.694159], [-9.223565, 12.047049, 7.049392], [-14.261768, 17.833696, 3.403240], [-10.389222, 13.527187, 8.310008], [-8.164703, 17.443832, 11.307550], [-8.563928, 19.522374, 8.262901], [-12.128303, 17.787650, 3.469045], [-10.440846, 9.952169, 8.973078], [-15.642578, 17.525064, 8.787983], [-11.352902, 17.296103, 2.418054], [-11.687631, 16.610347, 8.306358], [-11.581841, 15.050380, -0.035743], [-6.919128, 15.964398, 5.681751], [-9.476959, 18.414452, 10.589736], [-16.092226, 15.635208, 9.534898], [-11.070861, 20.432435, 5.774295], [-8.625262, 12.050171, 8.715813], [-7.516110, 19.000034, 9.887443], [-15.194374, 18.047146, 3.323925], [-8.700860, 16.369406, 4.686435], [-9.558205, 9.678335, 6.401438], [-7.755139, 13.715630, 4.485675], [-8.615121, 14.392229, 3.077641], [-7.362562, 16.699986, 3.785103], [-10.302341, 9.782665, 6.998911], [-12.487545, 21.087036, 2.973123], [-10.513413, 21.787389, 4.331704], [-14.718657, 15.443069, 6.929678], [-11.866429, 15.151988, 2.338699], [-11.093011, 15.890538, 6.374421], [-14.395683, 15.187118, 9.672867], [-7.759505, 14.512627, 3.742119]], "atomic_forces_ev_per_a": [[-0.02, 0.36, -1.19], [-0.26, -0.03, 0.37], [0.14, 0.23, -0.14], [1.48, 1.50, -0.93], [-0.18, -0.12, 0.34], [-1.00, 2.30, -0.11], [0.05, 0.59, 0.18], [0.04, 0.49, 0.47], [0.56, 0.37, -0.17], [-1.22, 0.49, -1.61], [-1.14, 0.24, -0.49], [0.11, 0.10, 0.04], [0.23, 0.87, -0.47], [0.34, 0.17, -0.16], [0.11, -0.74, 0.06], [0.15, 0.21, -0.91], [0.30, 0.34, 0.00], [0.00, 0.02, -1.91], [0.05, -0.55, -0.53], [-0.08, -0.38, 0.08], [0.19, -0.60, 1.01], [-0.25, 1.39, -0.30], [0.71, 0.37, 0.07], [-0.15, -0.12, 0.20], [-0.16, -0.70, -0.54], [0.51, -0.01, -0.14], [-1.76, -0.29, 1.41], [-0.30, -0.10, 0.60], [0.28, 0.21, 1.20], [-0.01, -1.08, -0.90], [-0.22, -0.16, -0.43], [0.35, 0.53, 0.95], [0.76, -0.06, 0.52], [-0.08, 0.09, 0.68], [0.46, -0.07, 1.09], [0.10, 0.74, 1.29], [1.11, -0.01, -0.06], [0.23, 0.37, -0.12], [0.17, -0.20, 0.58], [0.56, -0.02, -0.05], [-0.63, 0.02, -0.50], [0.38, -0.14, -0.26], [-1.67, -0.53, 0.06], [0.39, -0.46, -0.38], [-0.03, 0.02, -0.04], [-0.76, -1.70, 0.50], [0.19, 0.32, 0.16], [0.30, 0.02, -0.27], [0.31, -0.09, -0.17], [0.27, -0.62, -0.24], [0.50, -0.12, -0.05], [0.49, -0.02, -0.61], [0.16, 0.21, 0.11], [-0.05, -0.26, -0.15], [-1.27, -0.64, -0.08], [0.13, 0.33, 0.24], [0.05, 0.25, -0.06], [1.17, -1.56, -0.90], [0.63, 0.15, 0.39], [-0.15, -0.02, 0.17], [-0.88, -0.30, -0.66], [-0.18, -0.06, -0.03], [-0.04, -0.22, 0.34], [0.62, -1.52, 0.67], [0.54, -0.34, -0.06], [-1.18, 0.01, 0.13], [-0.40, -0.11, 0.91], [-0.22, -0.67, 0.63], [-0.27, -0.09, -0.50], [-0.28, 0.02, 0.25], [-0.19, 0.26, 0.26], [0.53, -0.27, -0.39], [0.14, -0.92, -0.62], [0.29, 0.28, 0.02], [-0.50, 0.08, -0.93], [0.64, 0.09, 0.23], [-0.02, -0.03, 0.06], [-1.23, 0.11, 1.29], [0.22, 0.17, -0.28], [-0.18, 1.61, 0.76]], "charge": 0, "smiles": "OCCO.OCCO.OCCO.OCCO.OCCO.OCCO.OCCO.OCCO", "fmax_ha_per_bohr": 0.0488, "e_homo_ha": -0.338, "e_tot_ha": -1842.0551}

{"formula": "C16H48O8", "method": "the ωB97M-V functional and the def2-TZVPD basis", "species": ["C", "H", "H", "H", "H", "H", "H", "O", "H", "H", "C", "O", "H", "C", "C", "C", "H", "H", "H", "H", "H", "H", "H", "H", "H", "H", "H", "O", "H", "O", "H", "C", "O", "H", "H", "H", "H", "H", "H", "O", "H", "H", "C", "H", "C", "H", "C", "H", "H", "H", "C", "H", "H", "H", "C", "H", "C", "H", "H", "H", "O", "C", "C", "C", "H", "H", "H", "C", "O", "H", "H", "H"], "coordinates": [[4.270071, -1.218422, -0.906277], [4.569174, 0.074847, 0.824670], [-0.385333, 0.671496, 2.344156], [0.217039, 3.201280, 3.297754], [-1.835263, 3.811342, 0.747591], [0.554468, 2.094190, -0.830309], [-0.679732, 3.483152, -3.867950], [1.776499, -2.779631, -2.863910], [1.356701, -4.863427, -0.342616], [2.632198, -1.524446, -1.844857], [-0.760756, 0.482335, 1.338478], [0.225304, 2.718034, -1.481514], [-0.597319, 4.937565, 4.943979], [-1.913910, 5.835824, 1.629873], [0.339162, -0.114313, 0.489822], [-0.062452, 2.898110, 4.306747], [0.016855, -0.357849, -0.522560], [-2.514218, 5.460784, 2.458780], [2.227619, -4.777693, -2.684694], [2.048696, 0.466622, -0.165297], [0.210565, -3.394870, 1.747318], [-1.280654, -3.533569, 2.679137], [0.543037, -4.373605, -2.722022], [-2.340420, -0.861380, -1.841412], [-2.389483, -0.390430, -3.454736], [-1.445071, -2.970930, -4.551528], [-1.167885, 4.315741, 6.706103], [-0.691466, 5.092768, -0.312527], [-1.881631, -5.697225, 1.839451], [1.362691, 0.846275, 0.388655], [-1.143580, 6.546946, 1.928178], [1.592618, -3.903890, -0.802758], [-2.401253, -2.904489, -4.497559], [0.845439, 2.794320, 4.900928], [-3.898733, -2.426729, -3.220550], [-0.313316, 4.320259, 1.551923], [-0.518733, 1.908414, 4.286615], [-1.802913, 3.673617, -2.570771], [0.634774, -1.046616, 0.970981], [2.982221, -0.767496, -1.369347], [-1.799508, -5.428674, -0.381524], [-1.558268, -0.254748, 1.432275], [-2.134701, -1.252240, -2.837915], [-1.114475, 1.422278, 0.914810], [-1.354042, 2.922430, -3.220646], [-2.073961, 2.423051, -3.869072], [1.504444, -4.044364, -2.327827], [-1.048278, -1.336213, -2.864802], [4.192940, -2.169770, -0.379886], [-0.129621, 1.190084, -2.893663], [-0.990239, -5.239193, 1.410822], [-0.367174, 4.310042, -0.763937], [0.851647, -3.230161, -0.372474], [-0.221836, -5.987334, 1.216020], [-0.432935, -4.092697, 2.283081], [2.595416, -3.597649, -0.504903], [5.086443, -0.162092, -0.105061], [-2.578502, 6.369336, 0.950337], [0.097641, -4.493971, 3.146541], [4.806643, -1.436340, -1.829699], [-1.353546, 3.539553, 6.172556], [-1.163340, 4.644961, 0.951819], [-1.017671, 3.934071, 4.877598], [-2.816863, -2.558628, -3.204278], [-1.948636, 4.183105, 4.368296], [1.368814, -2.713137, -3.730493], [-2.548595, -3.383404, -2.544070], [-0.651397, 1.948823, -2.310424], [-1.442881, -4.730938, 0.173068], [-1.413448, 1.406869, -1.750369], [5.249764, 0.728350, -0.712135], [6.025158, -0.638316, 0.178008]], "atomic_forces_ev_per_a": [[0.60, 0.71, -0.76], [-0.05, 0.26, -0.05], [0.06, 0.09, -0.07], [0.10, -0.29, -0.08], [-0.19, -0.24, 0.46], [0.69, -0.12, 0.70], [0.29, -0.21, 0.03], [0.20, 0.89, -0.68], [0.26, -0.14, 0.02], [-0.59, -0.10, -0.43], [0.04, -0.31, -0.06], [-0.60, -0.64, -0.49], [0.80, 0.02, -0.26], [0.79, -0.94, -0.48], [-0.54, 0.15, 0.13], [-0.36, 0.43, -0.63], [-0.39, -0.21, -0.09], [0.20, 0.23, 0.22], [0.26, -0.07, 0.05], [0.48, -0.28, -0.41], [0.01, -0.27, -0.12], [0.04, 0.19, -0.04], [-0.34, -0.16, 0.53], [-0.23, -0.47, 0.35], [-0.22, -0.38, -0.57], [-0.01, 0.08, 0.24], [-0.23, -0.34, 0.48], [-0.13, 0.56, 0.37], [0.36, -0.26, 0.77], [0.20, 0.35, 0.35], [-0.20, 0.07, 0.39], [-0.52, -0.71, -0.30], [-0.42, -0.51, -1.34], [-0.08, 0.32, 0.14], [0.04, -0.19, -0.09], [-0.12, -0.10, 0.28], [-0.18, 0.09, -0.10], [-0.49, -0.02, -0.20], [0.53, -0.11, -0.01], [0.70, 0.41, 1.25], [0.01, -0.15, 0.19], [-0.27, 0.19, -0.08], [0.20, 0.73, 0.91], [-0.19, -0.05, 0.03], [0.07, 0.37, -0.06], [-0.21, 0.08, 0.19], [-0.11, -0.35, 0.86], [0.17, -0.24, -0.12], [-0.13, 0.10, 0.41], [0.46, -0.02, 0.01], [0.10, 0.26, -0.03], [0.35, -0.34, -0.38], [0.08, 0.25, -0.42], [0.10, -0.21, 0.25], [-0.91, -0.51, -0.07], [-0.04, -0.03, -0.05], [-1.17, -1.10, -0.36], [0.04, -0.32, -0.24], [0.10, -0.07, -0.10], [0.49, -0.13, 0.03], [-0.25, 0.05, 1.51], [-0.77, 1.21, -0.65], [0.29, 0.58, -0.14], [0.64, 0.77, 0.15], [-0.05, -0.89, -0.82], [0.21, 0.19, -0.07], [-0.15, 0.18, 0.52], [-0.09, 0.49, -0.59], [0.12, 1.03, -0.81], [-0.01, 0.05, 0.49], [0.05, -0.04, 0.17], [0.13, 0.17, -0.16]], "charge": 0, "smiles": "CCO.CCO.CCO.CCO.CCO.CCO.CCO.CCO", "fmax_ha_per_bohr": 0.0320, "e_homo_ha": -0.344, "e_tot_ha": -1240.2211}